# 1
Molecular formula: C24H40F2N3O12S4
Method: DFT, ωB97M-V with the def2-TZVPD basis set

Structure (XYZ):
```
85
Properties=species:S:1:pos:R:3:forces:R:3
C -0.400 -3.154 -0.113 0.25 -0.04 -0.21
C -0.048 -2.342 -1.367 0.29 -0.03 0.33
C -0.713 -0.981 -1.461 0.15 0.35 -0.29
N -2.165 -0.975 -1.772 -0.29 -0.27 0.21
C -2.793 -2.127 -2.151 0.01 0.04 -0.24
C -2.472 -2.690 -3.427 0.26 -0.24 0.26
C -1.488 -2.006 -4.361 -0.08 -0.13 -0.12
O -1.591 -0.864 -4.665 -0.06 -0.07 -0.05
O -0.601 -2.851 -4.948 0.12 0.38 0.11
C -3.075 -3.838 -3.859 0.06 0.18 0.10
C -4.060 -4.437 -3.074 -0.18 -0.10 0.17
O -4.704 -5.536 -3.451 0.33 -0.07 0.74
N -5.164 -5.459 -4.953 -0.10 0.08 -0.90
O -5.435 -6.487 -5.307 -0.10 0.00 0.09
N -4.395 -3.928 -1.879 -0.11 0.40 -0.28
C -5.468 -4.635 -1.139 -0.12 -0.33 0.02
C -4.944 -5.942 -0.498 -0.32 0.12 0.06
C -5.633 -6.267 0.822 0.11 0.18 -0.08
F -3.568 -5.805 -0.309 -0.04 -0.04 -0.06
C -3.747 -2.810 -1.394 0.07 -0.07 -0.09
S -4.195 -2.185 0.220 -0.09 -0.01 -0.08
O -3.171 -1.350 0.722 -0.14 -0.06 0.03
O -5.557 -1.792 0.174 0.13 -0.11 0.11
F -4.115 -3.511 1.037 -0.02 0.10 -0.01
H -0.555 -2.483 0.730 -0.15 -0.05 0.01
H 0.449 -3.788 0.146 -0.08 -0.08 0.00
H -1.255 -3.819 -0.255 -0.14 0.13 0.10
H -0.182 -2.952 -2.265 -0.03 -0.01 -0.04
H 1.023 -2.127 -1.327 -0.03 0.05 -0.07
H -0.186 -0.340 -2.170 -0.08 -0.09 -0.12
H -0.598 -0.510 -0.489 -0.07 0.06 0.01
H -2.695 -0.421 -1.120 0.18 -0.03 0.13
H -0.186 -3.433 -4.298 -0.14 -0.19 -0.06
H -2.820 -4.284 -4.811 0.03 0.02 0.04
H -5.925 -3.966 -0.425 0.15 0.13 0.07
H -6.236 -4.891 -1.866 0.00 0.07 0.02
H -5.096 -6.750 -1.213 0.29 -0.03 0.01
H -6.301 -7.117 0.715 0.00 -0.02 0.05
H -4.861 -6.506 1.552 -0.04 -0.13 -0.01
H -6.199 -5.421 1.212 -0.01 -0.02 0.00
C 1.568 1.167 4.008 0.05 -0.02 -0.11
C 2.430 2.223 3.305 -0.08 0.07 0.11
C 2.436 1.896 1.810 0.13 0.12 0.10
S 0.880 1.064 1.489 0.12 0.11 0.21
O 1.141 -0.301 1.080 -0.09 -0.02 -0.10
O 0.018 1.889 0.671 -0.08 -0.13 -0.15
C 0.292 1.052 3.179 0.07 -0.03 0.19
H 1.348 1.441 5.039 -0.01 0.00 0.00
H 2.092 0.209 4.020 -0.01 -0.01 0.01
H 1.999 3.213 3.467 -0.02 0.00 -0.03
H 3.444 2.237 3.689 0.02 -0.03 -0.01
H 2.489 2.782 1.183 -0.01 -0.04 -0.08
H 3.237 1.209 1.547 -0.04 -0.06 0.00
H -0.273 0.138 3.349 -0.02 -0.01 -0.10
H -0.351 1.922 3.304 0.00 0.01 -0.04
C 8.327 2.875 4.765 0.00 -0.05 -0.06
C 8.946 2.833 3.361 -0.05 0.01 0.02
C 7.940 2.135 2.436 0.23 0.05 0.00
S 6.317 2.460 3.137 0.18 0.14 0.01
O 5.734 1.212 3.572 -0.11 0.00 -0.05
O 5.567 3.338 2.273 -0.15 -0.11 -0.01
C 6.892 3.359 4.574 0.15 0.02 0.13
H 8.879 3.533 5.433 0.00 0.00 0.00
H 8.326 1.875 5.203 -0.01 0.00 0.02
H 9.125 3.851 3.010 -0.02 0.01 0.00
H 9.902 2.313 3.357 0.01 0.00 -0.01
H 7.956 2.523 1.421 -0.08 -0.04 -0.02
H 8.074 1.055 2.425 -0.08 -0.02 0.03
H 6.234 3.142 5.411 -0.07 -0.02 -0.06
H 6.854 4.420 4.328 -0.03 0.00 -0.03
C -1.210 4.029 -2.786 0.03 0.04 0.06
C -1.566 4.309 -1.320 -0.03 -0.02 -0.02
C -0.828 5.587 -0.907 -0.09 -0.18 0.13
S -0.626 6.557 -2.411 -0.08 -0.02 0.02
O 0.780 6.653 -2.711 0.03 0.04 -0.01
O -1.445 7.739 -2.347 0.06 0.05 -0.02
C -1.366 5.358 -3.518 -0.04 -0.19 -0.04
H -1.848 3.260 -3.220 0.00 -0.01 -0.01
H -0.175 3.687 -2.858 0.00 0.00 -0.02
H -2.644 4.460 -1.229 0.00 0.04 -0.03
H -1.291 3.479 -0.672 0.02 -0.01 0.02
H -1.380 6.186 -0.188 0.04 0.07 -0.02
H 0.169 5.376 -0.525 0.04 0.03 -0.06
H -0.853 5.406 -4.475 0.03 0.09 0.02
H -2.414 5.632 -3.639 0.00 0.03 0.01
```
Positions in Å, forces in eV/Å.

Properties
- spin multiplicity = 1
- LUMO energy (Eh) = -0.17929
- DFT total energy (Ha) = -3797.76144
- charge = +1


# 2
Molecular formula: C46H49F3GeN4O6RbS
Method: DFT, ωB97M-V with the def2-TZVPD basis set

Structure (XYZ):
```
111
Properties=species:S:1:pos:R:3:forces:R:3
Rb 0.263 0.331 0.000 -0.46 -0.05 -0.42
C -1.928 -2.349 0.274 -0.01 -0.02 -0.01
O -1.019 -2.202 -0.802 -0.05 -0.01 -0.02
C -1.620 -1.727 -1.987 -0.03 0.10 -0.04
C -0.557 -1.639 -3.057 0.01 -0.01 -0.05
O 0.453 -0.742 -2.637 -0.09 0.02 0.00
C 0.927 0.157 -3.620 0.03 -0.04 -0.02
C 0.022 1.367 -3.745 0.00 0.05 -0.03
O -0.032 2.151 -2.568 -0.04 -0.06 -0.03
C 1.151 2.900 -2.335 0.04 0.05 0.03
H -2.792 -2.952 -0.029 0.00 -0.01 0.01
H -2.277 -1.377 0.639 -0.03 0.00 -0.04
H -1.396 -2.876 1.066 0.01 0.01 -0.01
H -2.051 -0.732 -1.816 -0.03 0.00 0.00
H -2.427 -2.401 -2.310 0.04 -0.06 0.00
H -1.026 -1.302 -3.989 -0.01 0.00 0.01
H -0.103 -2.621 -3.243 -0.01 -0.01 0.02
H 1.029 -0.345 -4.590 -0.03 0.02 -0.01
H 1.925 0.456 -3.299 0.00 -0.01 0.03
H -1.007 1.051 -3.939 0.00 -0.01 0.00
H 0.348 1.984 -4.595 0.02 -0.01 0.01
H 1.434 3.471 -3.227 -0.03 0.00 0.00
H 1.990 2.267 -2.033 0.00 -0.01 -0.01
H 0.929 3.597 -1.527 0.00 -0.02 0.01
N 1.538 0.383 4.044 -0.04 -0.03 0.03
C 0.947 -0.833 4.284 0.03 0.00 -0.01
C -0.240 -0.798 3.616 0.01 -0.03 -0.03
N -0.381 0.396 2.953 -0.10 0.07 0.17
C 0.707 1.076 3.224 0.06 0.04 -0.11
C 1.024 2.389 2.669 -0.02 -0.07 0.06
N 0.320 3.015 1.753 -0.03 0.03 0.06
C 0.979 4.200 1.531 0.01 -0.01 -0.07
C 2.092 4.281 2.307 0.04 -0.05 0.05
N 2.106 3.120 3.042 -0.01 0.05 -0.08
H 2.504 0.591 4.225 0.02 0.00 -0.05
H 1.414 -1.590 4.889 0.00 0.01 0.01
H -0.998 -1.562 3.574 -0.01 0.01 0.00
H 0.618 4.927 0.822 0.00 -0.02 0.00
H 2.867 5.021 2.396 -0.01 0.01 0.00
H 2.853 2.828 3.646 0.01 0.00 0.00
C 6.405 -2.339 1.930 -0.02 0.01 0.00
C 6.399 -2.689 0.589 -0.01 0.00 0.00
C 5.195 -2.807 -0.095 0.04 -0.02 -0.02
C 3.976 -2.581 0.546 0.14 0.08 -0.06
C 4.003 -2.210 1.891 -0.09 -0.03 0.05
C 5.201 -2.099 2.580 0.03 -0.01 0.02
Ge 2.301 -2.753 -0.453 0.12 -0.19 0.11
C 2.743 -3.065 -2.335 -0.03 -0.08 -0.06
C 3.363 -2.061 -3.083 0.00 0.05 0.08
C 3.686 -2.262 -4.416 0.01 0.01 -0.03
C 3.389 -3.470 -5.036 -0.01 0.01 0.02
C 2.780 -4.479 -4.306 0.00 0.02 -0.01
C 2.463 -4.277 -2.967 -0.04 -0.04 0.00
C 1.338 -4.305 0.274 -0.12 -0.11 0.00
C 1.687 -4.856 1.508 0.08 0.00 0.07
C 0.984 -5.923 2.053 -0.01 0.00 0.00
C -0.091 -6.471 1.370 -0.02 0.02 -0.03
C -0.456 -5.941 0.138 0.01 -0.03 0.05
C 0.246 -4.870 -0.393 0.01 0.04 -0.10
H 7.342 -2.244 2.465 0.00 0.00 0.00
H 7.331 -2.868 0.068 0.00 0.00 0.01
H 5.214 -3.079 -1.144 -0.02 0.00 0.00
H 3.075 -1.973 2.400 0.01 -0.04 -0.02
H 5.198 -1.814 3.626 0.01 0.00 0.00
H 3.593 -1.113 -2.610 0.00 0.00 0.02
H 4.172 -1.471 -4.974 0.00 -0.01 -0.01
H 3.639 -3.624 -6.079 0.00 0.00 0.00
H 2.555 -5.431 -4.773 0.00 0.00 0.00
H 2.003 -5.087 -2.414 0.00 0.01 0.03
H 2.535 -4.464 2.057 0.02 0.05 -0.02
H 1.285 -6.330 3.010 -0.01 -0.01 0.00
H -0.640 -7.305 1.790 0.01 0.00 0.01
H -1.291 -6.361 -0.409 0.00 -0.01 0.01
H -0.075 -4.458 -1.342 0.04 -0.01 0.01
O -2.291 0.948 -0.155 -0.54 0.30 -0.23
S -2.583 2.410 -0.329 0.10 -0.21 0.24
C -4.210 2.501 -1.130 -0.18 0.09 -0.14
C -5.286 1.717 -0.446 0.04 0.06 0.01
C -5.275 0.324 -0.468 -0.02 0.01 0.00
C -6.259 -0.392 0.197 0.02 -0.02 0.00
C -7.263 0.273 0.887 -0.02 -0.02 0.01
C -7.283 1.660 0.908 0.02 0.01 -0.01
C -6.297 2.377 0.246 -0.03 -0.03 0.00
C -3.034 2.960 1.328 -0.05 0.04 0.07
C -3.414 4.412 1.378 -0.02 -0.04 0.01
C -4.569 4.807 2.048 0.00 0.02 -0.03
C -4.924 6.146 2.117 -0.01 -0.01 0.01
C -4.133 7.110 1.508 -0.01 0.01 0.00
C -2.981 6.726 0.837 0.02 -0.02 -0.02
C -2.621 5.387 0.776 0.01 0.05 0.00
H -4.017 2.139 -2.142 0.03 -0.02 0.02
H -4.459 3.562 -1.200 0.02 0.00 0.03
H -4.486 -0.192 -0.998 0.00 -0.01 0.00
H -6.240 -1.474 0.176 0.00 0.00 0.00
H -8.031 -0.289 1.402 0.00 0.00 0.00
H -8.068 2.184 1.438 0.00 0.00 0.00
H -6.311 3.461 0.265 0.00 -0.02 -0.02
H -2.128 2.750 1.902 0.02 -0.02 -0.04
H -3.834 2.306 1.678 0.02 0.01 0.01
H -5.192 4.055 2.518 0.01 0.01 0.01
H -5.823 6.436 2.647 0.00 0.01 0.00
H -4.410 8.154 1.559 0.00 0.00 0.00
H -2.354 7.470 0.362 -0.01 0.01 0.01
H -1.715 5.099 0.257 -0.01 -0.03 0.02
F 4.161 2.778 0.229 0.02 -0.07 0.02
C 4.394 1.499 0.610 0.04 0.03 0.00
F 5.501 1.090 -0.017 -0.03 0.03 0.05
F 4.674 1.541 1.932 0.01 0.02 -0.04
C 3.162 0.608 0.283 0.22 -0.17 -0.08
O 2.484 0.230 1.252 0.76 0.18 0.49
O 2.977 0.396 -0.928 0.13 0.13 0.03
```
Positions in Å, forces in eV/Å.

Properties
- spin multiplicity = 2
- LUMO energy (spin up / spin down) (Eh) = 0.00583 / -0.00488
- energy above the lowest of the compared OMol25 structures with the same formula, charge and spin (kcal/mol) = 2.13
- DFT total energy (Ha) = -5251.55637
- ⟨S²⟩ = 0.754


# 3
Molecular formula: C3H6O3S
Method: DFT, ωB97M-V with the def2-TZVPD basis set

Structure (XYZ):
```
13
Properties=species:S:1:pos:R:3:forces:R:3
C -0.810 -0.747 0.569 3.06 -2.08 -2.72
C -2.023 -0.468 -0.305 0.32 -0.23 1.47
C -2.833 0.453 0.162 -2.27 3.95 0.71
H 2.735 -0.289 0.518 -4.65 -0.43 2.90
H -0.242 -1.814 0.230 -2.15 2.53 1.51
H -0.879 -0.613 1.672 -0.12 0.01 -1.07
H -2.339 -1.045 -1.180 0.55 -0.19 0.54
H -2.554 1.355 0.926 -0.43 -2.88 -1.45
H -3.885 0.644 -0.260 1.82 -0.38 0.31
O 1.631 -0.363 1.104 5.62 0.41 -2.25
O 1.130 -0.676 -1.223 0.39 -0.40 -1.66
O 0.873 1.589 -0.210 -0.80 -2.62 0.16
S 0.755 0.121 -0.114 -1.32 2.31 1.54
```
Positions in Å, forces in eV/Å.

Properties
- spin multiplicity = 1
- LUMO energy (Eh) = -0.00027
- energy above the lowest of the compared OMol25 structures with the same formula, charge and spin (kcal/mol) = 61.13
- DFT total energy (Ha) = -741.68493